The following is a quantum chemistry calculation of an isolated ion of composition C9H18NS and charge +1, from the OMol25 dataset.

Each line ends with the Mulliken charge.
Cartesian coordinates (Å):
C 1.24 2.25 -0.14  -0.73
C 2.08 1.70 -1.20  -0.46
C -1.57 -0.83 -1.10  -1.14
C 0.87 0.91 -0.74  -0.11
C -2.16 -0.63 0.32  0.33
C 0.92 -0.43 -0.23  0.69
C -3.36 0.21 0.17  -1.49
C 1.89 -2.41 1.09  -1.73
C 1.96 -0.93 0.68  -0.14
N -1.21 0.00 1.11  -0.36
S 0.01 -1.75 -0.86  -0.02
H 1.70 2.18 0.81  0.28
H 0.43 2.98 -0.29  0.27
H 1.93 2.08 -2.23  0.24
H 3.07 1.33 -0.93  0.27
H -2.07 -1.56 -1.73  0.56
H -1.49 0.04 -1.70  0.44
H -0.06 1.09 -1.26  0.18
H -2.54 -1.60 0.66  0.29
H -4.03 0.28 1.04  0.33
H -3.92 -0.27 -0.62  0.42
H -2.96 1.29 -0.01  0.39
H 1.00 -2.51 1.68  0.43
H 2.79 -2.64 1.56  0.45
H 1.76 -3.09 0.24  0.45
H 2.93 -0.97 0.20  0.35
H 1.87 -0.28 1.57  0.26
H -1.68 0.85 1.20  0.28
H -1.22 -0.45 2.12  0.28

- calculated total energy (eV) = -21940.989
- total charge = +1
- ΔE to the lowest compared entry with this formula, charge and spin (eV) = 2.451
- 2S+1 = 1